# 1
66
Properties=species:S:1:pos:R:3:forces:R:3 method="wB97M-V/def2-TZVPD" s_squared=2.004 relative_energy_ev=0.000 largest_force_ev_per_a=2.3 spin_multiplicity=3 total_charge=+1 homo_ev="-13.0 / -13.0" orbital_gap_ev="10.6 / 7.1" total_energy_ev=-76329.3551
Pd -1.869 0.055 0.317 0.071 -0.663 -1.107
B 0.186 -0.083 1.157 0.391 0.692 0.565
H -0.022 -0.859 0.339 -0.269 -1.686 -1.574
H 1.268 -0.298 1.490 1.058 -0.585 0.337
H 0.054 0.924 0.641 0.490 2.028 -0.632
H -0.564 -0.152 2.015 -0.906 -0.177 2.025
C 1.454 -3.515 0.089 -0.464 0.475 -1.173
C 2.765 -2.741 0.161 0.287 -1.625 0.342
O 3.090 -2.483 -1.178 0.270 0.589 0.942
C 2.398 -3.293 -1.978 -1.229 0.467 -0.681
O 2.499 -3.276 -3.162 0.120 -0.535 -0.177
O 1.436 -3.957 -1.296 0.377 0.022 0.096
F 3.727 -3.619 0.626 0.036 0.472 0.238
H 0.615 -2.827 0.201 -0.012 -0.201 0.275
H 1.344 -4.413 0.685 0.347 0.268 0.438
H 2.739 -1.848 0.779 0.197 0.083 -0.222
C -1.704 -5.593 -0.102 1.042 -1.760 0.197
C -2.959 -5.516 -0.957 0.035 1.089 1.178
O -3.303 -4.127 -0.780 -0.255 -0.115 -1.338
C -2.377 -3.489 -0.094 0.326 0.924 0.784
O -2.291 -2.292 0.022 -0.597 0.031 0.139
O -1.526 -4.316 0.502 0.054 -0.476 -0.491
F -3.986 -6.208 -0.443 -0.076 -0.423 -0.084
H -0.821 -5.892 -0.672 0.006 0.638 -0.311
H -1.738 -6.389 0.643 -0.578 0.320 0.283
H -2.818 -5.759 -2.005 -0.233 0.089 -0.105
C -1.020 -2.846 -4.241 0.042 -0.255 -0.090
C 0.153 -1.933 -4.584 -0.782 0.730 -1.496
O 0.128 -0.967 -3.550 1.095 -0.219 0.185
C -0.870 -1.194 -2.704 -0.307 -0.263 -0.689
O -1.147 -0.466 -1.796 -0.019 0.414 0.459
O -1.545 -2.279 -3.041 -0.424 -0.321 0.638
F -0.132 -1.220 -5.737 -0.193 -0.222 0.212
H -0.734 -3.880 -4.061 0.115 0.085 0.087
H -1.812 -2.804 -4.986 0.221 0.045 -0.172
H 1.108 -2.396 -4.815 0.165 0.083 0.923
C -2.501 4.434 3.859 0.428 0.127 1.048
C -1.175 4.560 3.097 -0.684 0.313 1.372
O -1.098 3.356 2.377 -0.347 -0.195 -0.555
C -2.289 2.707 2.440 0.285 0.841 0.092
O -2.585 1.771 1.758 -0.198 -0.745 0.256
O -3.120 3.292 3.294 -0.300 -0.356 -0.474
F -0.151 4.611 3.995 -0.179 0.103 -0.684
H -3.145 5.312 3.836 -0.070 -0.176 -0.447
H -2.293 4.224 4.912 0.079 -0.010 -0.092
H -1.206 5.458 2.474 0.762 -0.331 -0.285
C 0.162 4.737 -1.881 -0.730 0.441 -0.693
C -1.002 4.649 -2.870 0.368 0.113 -0.628
O -1.735 3.508 -2.476 -0.514 0.424 0.031
C -1.212 3.007 -1.372 1.327 -0.143 0.615
O -1.629 2.071 -0.761 -0.740 0.064 -0.291
O -0.093 3.652 -0.990 0.055 0.171 -0.127
F -0.579 4.417 -4.145 -0.027 0.194 0.272
H 0.093 5.708 -1.394 0.224 -0.245 0.486
H 1.096 4.680 -2.435 0.155 -0.435 0.329
H -1.615 5.550 -2.854 -0.282 -0.276 -0.267
C 4.105 1.410 2.752 -0.689 0.369 -0.619
C 2.658 1.494 3.246 0.470 -0.590 0.459
O 2.588 2.734 3.913 -0.706 -1.017 -0.250
C 3.644 3.473 3.560 0.880 1.570 -0.604
O 3.678 4.662 3.656 0.264 -0.807 0.234
O 4.629 2.714 2.988 -0.542 0.045 0.505
F 2.433 0.463 4.126 -0.196 0.392 0.023
H 4.073 1.265 1.670 0.412 -0.284 0.117
H 4.631 0.620 3.284 0.220 0.179 -0.048
H 1.914 1.409 2.456 -0.133 0.247 0.223

***

# 2
49
Properties=species:S:1:pos:R:3:forces:R:3 method="wB97M-V/def2-TZVPD" largest_force_ev_per_a=8.9 spin_multiplicity=1 total_charge=+1 homo_ev=-10.9 orbital_gap_ev=6.8 total_energy_ev=-248097.8428
C -3.234 0.294 0.623 0.366 -0.782 -0.141
C -4.098 -0.511 -0.562 2.926 -2.964 -1.201
Br -5.935 0.180 -0.950 2.239 -0.967 0.374
C -3.447 -1.677 -1.284 -0.821 4.040 3.171
Br -4.417 -2.704 -2.701 1.402 1.151 1.737
C -1.896 -2.016 -0.758 0.589 -0.667 0.230
C -0.648 -1.375 -1.606 1.209 -2.667 4.037
C 0.880 -1.696 -1.017 -4.301 -0.968 1.500
C 1.073 -2.619 0.364 -3.688 1.455 -2.049
P 2.828 -2.958 1.102 -0.999 0.327 1.913
O 3.130 -1.524 2.105 -1.672 -1.190 -0.816
Br 4.292 -3.035 -0.660 -0.787 0.938 0.504
C -0.236 -3.262 1.129 -0.858 1.607 -2.093
C -1.786 -2.968 0.573 3.559 1.402 -1.639
C -3.058 -3.644 1.386 -4.499 1.391 0.479
O -4.283 -3.080 1.493 8.088 -3.541 -0.852
C -2.738 -5.133 2.077 4.492 0.828 0.738
C -1.332 -5.386 2.594 -3.701 1.305 -1.571
C -0.158 -4.200 2.504 2.492 0.445 3.211
O 0.733 -4.011 3.488 -5.376 -1.082 -6.389
H -2.762 -0.472 1.407 -1.232 1.479 -1.894
H -2.292 0.822 0.116 -2.221 -0.972 1.081
H -3.896 1.027 1.250 1.163 -1.339 -1.593
H -0.838 -0.716 -2.582 0.363 -1.741 2.444
H 1.779 -1.217 -1.597 -1.712 -1.315 1.408
H 2.405 -1.461 2.821 1.471 -0.486 -1.659
H -3.589 -5.934 2.136 1.787 1.883 -0.019
H -1.101 -6.425 3.097 -0.274 2.516 -0.971
C 2.246 2.892 0.664 0.210 0.276 -0.267
N 2.247 3.147 -0.843 0.014 -0.132 0.033
C 3.520 2.538 -1.428 -0.566 0.217 0.124
C 2.257 4.644 -1.101 -0.076 -0.539 0.073
C 1.037 2.458 -1.527 -0.036 0.329 0.577
C -0.345 2.986 -1.099 0.063 0.033 0.199
O -0.565 2.794 0.291 -0.312 0.186 0.054
H 3.233 3.161 1.056 -0.142 -0.107 -0.231
H 1.498 3.529 1.140 0.047 -0.358 -0.234
H 2.048 1.831 0.840 -0.023 0.250 -0.025
H 4.385 3.018 -0.958 -0.250 -0.115 -0.082
H 3.527 2.720 -2.507 -0.007 -0.055 0.241
H 3.519 1.464 -1.217 0.003 0.242 -0.022
H 1.385 5.096 -0.621 0.191 -0.133 -0.111
H 2.232 4.810 -2.181 0.021 -0.010 0.209
H 3.171 5.063 -0.670 -0.198 -0.141 -0.102
H 1.120 1.391 -1.289 0.028 0.231 0.034
H 1.166 2.594 -2.608 -0.023 0.043 0.270
H -1.119 2.432 -1.641 0.307 -0.012 -0.375
H -0.462 4.047 -1.336 0.105 -0.022 -0.252
H -1.478 3.085 0.487 0.638 -0.270 -0.053

***

# 3
53
Properties=species:S:1:pos:R:3:forces:R:3 method="wB97M-V/def2-TZVPD" relative_energy_ev=1.421 largest_force_ev_per_a=0.6 spin_multiplicity=1 total_charge=0 homo_ev="-7.5 / -7.5" orbital_gap_ev="7.9 / 7.9" total_energy_ev=-121069.9384
Pd -0.331 -0.412 0.031 0.524 0.175 0.133
N 1.780 3.564 0.761 -0.010 -0.056 -0.014
C 1.026 2.519 0.316 0.009 0.084 0.022
O 1.306 1.927 -0.712 -0.002 0.024 -0.053
C -0.177 2.194 1.182 0.016 -0.011 -0.006
C -1.177 1.299 0.484 -0.093 0.088 -0.129
H 2.655 3.747 0.301 0.003 -0.007 0.005
H 1.610 3.980 1.658 0.013 -0.020 0.013
H -0.639 3.142 1.485 -0.036 -0.038 0.029
H 0.176 1.698 2.090 0.073 0.057 0.000
H -1.492 1.739 -0.467 -0.046 -0.078 -0.013
H -2.044 1.111 1.125 0.028 0.002 0.029
N 2.107 -0.065 -4.427 0.017 0.008 0.050
C 0.699 0.234 -4.200 -0.027 0.023 -0.039
C 0.262 -0.332 -2.864 0.081 0.135 -0.143
O -0.731 0.065 -2.284 -0.009 -0.172 0.437
O 1.022 -1.284 -2.380 -0.045 -0.035 0.028
H 2.343 -0.065 -5.409 -0.007 -0.039 -0.002
H 1.794 -1.374 -2.977 0.004 0.029 -0.029
H 2.702 0.607 -3.959 -0.007 0.028 -0.022
H 0.098 -0.273 -4.958 0.000 0.023 -0.017
H 0.432 1.291 -4.219 0.015 0.007 0.043
N -3.467 -0.842 -1.049 0.049 0.136 -0.012
C -2.939 -1.531 0.012 -0.208 -0.370 -0.044
S -1.801 -2.729 -0.255 -0.164 -0.037 -0.077
N -3.534 -1.214 1.186 0.089 0.076 0.041
C -3.190 -1.482 2.533 -0.005 -0.010 0.002
C -2.163 -2.324 2.942 0.032 0.010 0.002
C -1.914 -2.480 4.300 -0.014 0.011 0.004
C -2.670 -1.818 5.253 0.001 0.001 -0.003
C -3.698 -0.982 4.839 0.003 -0.003 -0.006
C -3.954 -0.815 3.491 -0.011 -0.006 0.003
H -2.905 -0.918 -1.883 -0.014 -0.048 -0.012
H -3.774 0.104 -0.867 -0.015 0.002 -0.005
H -4.304 -0.568 1.102 0.001 -0.001 0.016
H -1.561 -2.840 2.215 -0.010 -0.004 0.004
H -1.105 -3.131 4.608 0.001 0.000 -0.001
H -2.462 -1.951 6.307 0.001 0.000 0.000
H -4.302 -0.454 5.566 -0.001 0.001 0.000
H -4.754 -0.154 3.173 -0.001 0.000 0.002
Br 5.184 -4.877 3.359 -0.003 0.002 0.004
C 3.786 -3.629 3.626 0.023 -0.021 0.009
C 3.401 -3.301 4.918 -0.025 0.021 -0.005
N 2.427 -2.434 5.175 0.002 -0.004 -0.017
C 1.811 -1.868 4.139 0.003 -0.005 0.040
C 2.132 -2.142 2.815 -0.008 0.013 -0.005
C 3.146 -3.050 2.550 -0.005 0.011 -0.020
C 1.390 -1.495 1.682 -0.051 0.054 0.097
O 1.653 -1.801 0.511 -0.045 -0.163 0.027
O 0.483 -0.651 2.003 -0.131 0.118 -0.367
H 3.896 -3.755 5.769 0.004 -0.003 0.000
H 1.016 -1.166 4.359 -0.003 -0.001 -0.001
H 3.404 -3.281 1.526 0.001 -0.003 0.001

***

# 4
46
Properties=species:S:1:pos:R:3:forces:R:3 method="wB97M-V/def2-TZVPD" relative_energy_ev=0.000 largest_force_ev_per_a=0.7 smiles="O=C(NC1CCCC1)C1CCN(C(=O)c2ccc(Cl)cc2Cl)CC1" spin_multiplicity=1 total_charge=0 homo_ev=-9.3 orbital_gap_ev=9.8 total_energy_ev=-51144.8108
O 4.548 0.490 1.428 0.476 0.016 0.037
C 3.372 0.592 1.147 -0.389 0.475 0.298
N 2.667 -0.388 0.551 -0.131 -0.231 -0.169
C 3.261 -1.623 0.091 0.185 -0.066 0.010
C 3.203 -1.754 -1.442 0.111 -0.130 0.005
C 2.954 -3.238 -1.688 -0.114 0.093 -0.064
C 1.969 -3.599 -0.581 0.132 -0.148 0.041
C 2.521 -2.863 0.642 -0.055 -0.072 -0.039
C 2.606 1.886 1.453 0.263 0.024 0.048
C 1.171 1.687 1.977 -0.177 0.150 -0.098
C 0.122 2.129 0.947 -0.119 0.002 0.533
N 0.494 1.660 -0.365 0.213 -0.044 0.001
C -0.098 0.647 -1.025 -0.247 0.027 0.125
O 0.358 0.166 -2.048 -0.001 -0.173 -0.205
C -1.369 0.107 -0.428 -0.210 -0.012 -0.218
C -1.389 -1.157 0.147 -0.055 0.184 -0.045
C -2.567 -1.708 0.619 -0.086 0.020 0.025
C -3.746 -0.989 0.499 0.297 0.155 -0.118
Cl -5.223 -1.662 1.079 -0.185 -0.087 0.071
C -3.759 0.269 -0.084 0.017 -0.044 0.020
C -2.568 0.806 -0.545 0.151 -0.330 0.161
Cl -2.572 2.371 -1.273 -0.097 0.179 -0.076
C 1.719 2.232 -0.906 0.277 0.102 -0.398
C 2.611 2.781 0.205 -0.055 -0.063 0.061
H 1.716 -0.222 0.263 0.070 0.158 0.078
H 4.295 -1.598 0.446 -0.176 -0.021 -0.065
H 2.359 -1.178 -1.827 0.014 0.031 0.000
H 4.113 -1.391 -1.917 0.021 0.104 -0.033
H 3.879 -3.803 -1.564 0.052 -0.080 -0.027
H 2.557 -3.432 -2.683 0.060 -0.065 -0.070
H 1.891 -4.672 -0.417 -0.107 -0.037 -0.011
H 0.980 -3.221 -0.847 -0.079 -0.001 -0.032
H 1.738 -2.573 1.344 0.044 0.000 0.093
H 3.222 -3.502 1.178 -0.004 -0.029 0.064
H 3.209 2.385 2.217 -0.040 -0.173 -0.114
H 1.009 0.638 2.236 -0.061 0.014 0.036
H 1.024 2.269 2.888 0.004 -0.032 0.045
H 0.054 3.221 0.918 -0.089 -0.056 0.011
H -0.857 1.736 1.220 0.080 0.143 -0.047
H -0.470 -1.718 0.222 0.123 -0.087 -0.011
H -2.573 -2.688 1.068 -0.029 -0.090 0.048
H -4.680 0.821 -0.182 -0.084 0.041 -0.009
H 1.461 3.032 -1.609 0.050 -0.094 -0.018
H 2.230 1.449 -1.472 -0.076 0.142 0.065
H 3.631 2.870 -0.171 -0.024 0.082 -0.010
H 2.279 3.780 0.492 0.050 0.020 0.001

***

# 5
52
Properties=species:S:1:pos:R:3:forces:R:3 method="wB97M-V/def2-TZVPD" relative_energy_ev=1.240 largest_force_ev_per_a=3.6 smiles="O=[N+]([O-])c1ccccc1.O=[N+]([O-])c1ccccc1.ClCCCl.ClCCCl.ClCCCl" spin_multiplicity=1 total_charge=0 homo_ev=-9.9 orbital_gap_ev=8.9 total_energy_ev=-105321.3842
O 0.603 -1.776 -2.242 0.314 1.554 3.045
N 0.793 -1.288 -1.088 2.340 -0.488 -1.836
O 1.774 -0.530 -0.808 -3.048 -1.786 -0.653
C -0.068 -1.813 -0.002 -0.241 0.173 -0.483
C -0.004 -1.243 1.244 0.983 1.515 1.125
C -0.770 -1.638 2.318 -1.263 -1.284 -0.335
C -1.634 -2.705 2.109 0.799 -0.078 -0.558
C -1.678 -3.286 0.831 -1.762 -0.080 0.197
C -0.982 -2.840 -0.266 1.474 0.707 0.385
H 0.643 -0.426 1.525 0.422 0.096 -0.861
H -0.809 -1.147 3.279 0.568 0.223 -0.059
H -2.190 -3.103 2.945 -0.356 -0.056 -0.188
H -2.508 -3.938 0.604 0.476 -0.664 0.337
H -1.017 -3.286 -1.249 -0.351 0.030 0.048
O 2.053 3.259 -1.619 -0.356 0.515 0.377
N 1.607 4.193 -0.967 0.738 -0.056 -0.280
O 1.949 5.362 -1.144 -0.841 -0.997 0.668
C 0.623 3.822 0.099 -0.721 -1.856 0.423
C 0.245 2.439 0.231 -0.484 1.671 0.594
C -0.784 2.154 1.163 1.780 -1.000 -2.161
C -1.346 3.095 1.951 0.455 0.965 1.430
C -0.915 4.423 1.908 0.504 -0.327 -1.226
C 0.063 4.775 0.939 -0.744 0.118 0.167
H 0.743 1.650 -0.313 -0.045 0.135 -0.220
H -1.148 1.144 1.281 0.253 -0.172 -0.147
H -1.912 2.634 2.747 -0.796 0.812 0.130
H -1.382 5.170 2.533 0.227 0.104 0.056
H 0.350 5.803 0.776 0.048 0.113 0.176
Cl -4.667 -3.686 -0.321 -0.448 0.328 -0.243
C -5.637 -3.985 -1.785 0.338 -0.633 -1.099
C -4.787 -4.797 -2.796 -0.383 -0.482 0.584
Cl -3.341 -3.949 -3.311 0.691 0.640 -0.058
H -5.958 -3.077 -2.296 0.176 0.271 0.537
H -6.518 -4.526 -1.441 0.119 -0.136 -0.280
H -5.263 -5.034 -3.748 -0.623 0.037 0.422
H -4.435 -5.720 -2.336 -0.196 0.002 -0.007
Cl 2.635 0.900 2.865 -0.376 -0.882 -0.639
C 3.828 1.372 4.082 -0.117 0.572 -0.502
C 3.089 2.308 5.008 0.849 -0.193 0.485
Cl 1.954 1.387 6.083 0.305 0.671 -0.578
H 4.520 1.948 3.468 0.355 0.031 0.464
H 4.328 0.508 4.521 -0.305 0.110 0.060
H 2.627 3.048 4.356 -0.645 -0.142 0.479
H 3.794 2.836 5.649 -0.098 -0.139 0.192
Cl 0.815 0.892 -4.732 0.077 0.295 0.007
C 2.580 0.721 -4.525 0.202 -1.031 0.275
C 2.912 -0.802 -4.469 1.134 1.483 -0.156
Cl 3.013 -1.434 -6.136 -0.605 -0.387 -0.130
H 2.901 1.236 -3.620 -0.359 -0.222 0.222
H 3.089 1.233 -5.342 -0.187 -0.320 -0.151
H 2.267 -1.352 -3.784 -0.151 0.014 -0.537
H 3.953 -0.933 -4.172 -0.128 0.226 0.504